Below is C5H2O as an isolated structure, with properties calculated with wB97M-V/def2-TZVPD.

Last column: Mulliken charge in e.
Atoms and positions in Å:
C (-1.93887, -0.74754, 0.09549)  -0.56
C (-0.54677, -0.59040, 0.22300)  0.71
C (1.96607, 0.13352, 0.42676)  -0.29
C (-2.18328, 0.14283, -0.74989)  -0.08
C (0.56077, -0.16132, 0.35150)  0.03
O (2.81791, -0.68722, 0.19098)  -0.44
H (2.22988, 1.07731, 0.76825)  0.32
H (-2.90571, 0.83282, -1.30609)  0.30

Summary:
Energy above the lowest of the compared OMol25 structures with the same formula, charge and spin   55.9 kcal per mole
HOMO (spin up / spin down)   -0.3595 / -0.3596 Eh
E_tot   -266.72967 hartree
LUMO level (spin up / spin down)   -0.033 / -0.033 Eh
Maximum force   0.0911 hartree/bohr